Model A:
The following is a DFT calculation (the ωB97M-V functional and the def2-TZVPD basis) of a cluster of 2 separate species, C2H9N2O in total.

The molecular weight comes out at 77.11 g mol⁻¹. The net charge is +1. The calculation puts the HOMO energy at -13.0 eV.

```
14
C2H9N2O | the Open Molecules 2025 dataset | the ωB97M-V functional and the def2-TZVPD basis
C -0.89186 0.24281 -0.28047
C 0.26269 -0.19230 -0.80147
N 1.45337 0.66706 -0.73769
N -2.06339 -0.44000 -0.37127
H -0.91845 1.12864 0.34295
H 0.29609 -1.05213 -1.45181
H 2.19952 0.08379 -0.43921
H 1.66856 1.09085 -1.63503
H 1.36758 1.34421 0.02117
H -2.03216 -1.36221 -0.76418
H -2.87787 0.00394 0.00479
H -0.06302 -0.72939 1.59195
H 0.86510 -0.55735 2.70803
O 0.73385 -0.22791 1.81222
```



Model B:
The following is a DFT calculation (the ωB97M-V functional and the def2-TZVPD basis) of a cluster of 2 separate species, C2H9N2O in total.

The molecular weight comes out at 77.11 g mol⁻¹. The net charge is +1. The calculation puts the HOMO energy at -14.7 eV.

```
14
C2H9N2O | the Open Molecules 2025 dataset | the ωB97M-V functional and the def2-TZVPD basis
C -0.52525 -1.60926 -0.20334
N -1.34893 -0.67073 -0.64187
C -1.02487 0.69248 -0.74137
O 0.63486 -1.54092 0.26459
H -1.07412 -2.56663 -0.28079
H -2.23613 -1.01013 -1.09406
H -0.86496 1.24005 0.19572
H -1.87985 1.21664 -1.20180
H -0.11077 0.89932 -1.32255
N 1.70350 0.65211 1.00464
H 1.42496 -0.35217 0.75753
H 2.12969 1.17334 0.19883
H 0.87852 1.23905 1.24972
H 2.29336 0.63685 1.81475
```



It is model A that is the least stable of them.